Record 1
Computed, not measured: the molecule C4H7ClO2 in a non-equilibrium geometry, with ωB97M-V/def2-TZVPD.

Structure (ORCA input):
```
! RIJCOSX wB97M-V def2-TZVPD def2/J DEFGRID3
* xyz 0 1
O -1.56229 -1.68331 0.11123
C -0.47646 -0.87088 -0.37478
C 0.68086 -0.63974 0.52133
O 0.50383 -1.17682 1.85252
C -0.21635 0.51663 0.09092
C 0.10892 1.52184 -1.00790
Cl 1.58807 0.95932 -1.85306
H -1.30490 -1.75535 1.05179
H -0.35386 -1.04717 -1.50358
H 1.66799 -0.60008 0.18162
H 0.59334 -0.51225 2.51167
H -0.84179 1.01236 0.87824
H -0.68154 1.68410 -1.84860
H 0.29417 2.59136 -0.61142
*
```

Summary:
- SMILES: O[C@@H]1[C@H](O)[C@H]1CCl
- Relative energy (zero: lowest compared OMol25 entry of this formula, charge and spin): 35.5 kcal per mole
- DFT total energy: -20877.0445 eV
- Gap between HOMO and LUMO: 10.3 eV
- LUMO: 0.67 eV


Record 2
Computed, not measured: the molecule C4H7ClOS in a non-equilibrium geometry, with ωB97M-V/def2-TZVPD.

Structure (ORCA input):
```
! RIJCOSX wB97M-V def2-TZVPD def2/J DEFGRID3
* xyz 0 1
C -0.11188 2.48051 0.18300
S 0.60303 1.28016 -0.69146
O 0.08254 1.11546 -2.01573
Cl 2.75478 1.19472 -0.92622
C 0.44970 -0.25489 0.22644
C -0.79146 -1.03752 -0.05913
C 0.52663 -1.50078 -0.58910
H -0.28252 3.38637 -0.36919
H 0.32854 2.59891 1.15573
H 0.87544 -0.18770 1.21343
H -1.48757 -0.60299 -0.76005
H -1.25390 -1.57174 0.75704
H 1.00031 -2.36890 -0.15662
H 0.71110 -1.37219 -1.64525
*
```

Summary:
- SMILES: C=[S@@](=O)(Cl)C1CC1
- Relative energy (zero: lowest compared OMol25 entry of this formula, charge and spin): 71.5 kcal per mole
- DFT total energy: -29663.4575 eV
- Gap between HOMO and LUMO: 9.1 eV
- LUMO: -0.02 eV


Record 3
Computed, not measured: the molecule C4H7ClS in a non-equilibrium geometry, with ωB97M-V/def2-TZVPD.

Structure (ORCA input):
```
! RIJCOSX wB97M-V def2-TZVPD def2/J DEFGRID3
* xyz 0 1
C -1.25707 -0.83597 -0.43175
C -0.23959 -0.13980 0.10030
C 0.88376 0.60358 -0.56075
S 0.79025 1.08672 -2.31160
C -0.17666 -0.05896 1.60244
Cl 1.31095 -0.72534 2.36108
H -2.08521 -1.10580 0.25575
H -1.36604 -1.07278 -1.50788
H 1.79635 0.08105 -0.44343
H 0.93127 1.54839 -0.12448
H 0.48176 -0.05571 -2.94762
H -0.00934 1.03202 1.82044
H -1.06044 -0.35740 2.18750
*
```

Summary:
- SMILES: C=C(CS)CCl
- Relative energy (zero: lowest compared OMol25 entry of this formula, charge and spin): 12.8 kcal per mole
- DFT total energy: -27618.1563 eV
- Gap between HOMO and LUMO: 10.1 eV
- LUMO: 0.84 eV


Record 4
Computed, not measured: a structure of composition C4H7ClS in a non-equilibrium geometry, with ωB97M-V/def2-TZVPD.

Structure (ORCA input):
```
! RIJCOSX wB97M-V def2-TZVPD def2/J DEFGRID3
* xyz 0 1
C 0.20639 -0.31588 -0.96670
C -0.26093 0.47748 -0.06540
C 0.08577 -0.03307 -2.45225
C -0.36504 -0.03632 1.91155
S 1.06411 0.63081 2.70351
Cl -0.40259 -1.74254 1.95368
H 0.75235 -1.19304 -0.55968
H -0.84084 1.36388 -0.24626
H -0.09459 0.91182 -2.77646
H -0.72855 -0.58789 -2.78165
H 1.13151 -0.24403 -2.84156
H -1.17745 0.52701 2.11878
H 0.62986 0.24178 4.00244
*
```

Summary:
- Relative energy (zero: lowest compared OMol25 entry of this formula, charge and spin): 63.5 kcal per mole
- DFT total energy: -27615.9553 eV
- Gap between HOMO and LUMO: 10.1 eV
- LUMO: 0.84 eV


Record 5
Computed, not measured: a structure of composition C4H7CuO3 in a non-equilibrium geometry, with ωB97M-V/def2-TZVPD.

Structure (ORCA input):
```
! RIJCOSX wB97M-V def2-TZVPD def2/J DEFGRID3
* xyz 0 1
H 1.99986 2.22572 0.90563
O 0.34224 0.05412 -0.90471
C -0.58188 -0.34235 -0.07442
O -0.44880 -0.48485 1.13580
O -1.70915 -0.55565 -0.71563
C -2.84752 -0.94105 0.05426
H -2.61497 -1.82602 0.65848
H -3.16255 -0.11579 0.70394
H -3.63040 -1.17188 -0.67299
C 1.67007 0.33555 -0.36120
H 2.38543 -0.39271 -0.76165
C 2.00036 1.73374 -0.43529
H 1.24406 2.40056 -0.87808
H 3.06911 1.90243 -0.61254
Cu 1.40727 0.07402 2.13918
*
```

Summary:
- Relative energy (zero: lowest compared OMol25 entry of this formula, charge and spin): 33.7 kcal per mole
- DFT total energy: -55039.4815 eV
- Gap between HOMO and LUMO (spin up / spin down): 5.6 / 5.6 eV
- LUMO (spin up / spin down): -0.80 / -0.80 eV


Record 6
Computed, not measured: the molecule C4H7F in a non-equilibrium geometry, with ωB97M-V/def2-TZVPD.

Structure (ORCA input):
```
! RIJCOSX wB97M-V def2-TZVPD def2/J DEFGRID3
* xyz 0 1
C 1.92729 -0.20171 -0.37757
C 0.40948 -0.22599 -0.02284
C -0.40558 -1.22463 0.91530
C -0.29527 0.76094 -0.45410
F -1.64773 1.00263 -0.13298
H 2.42250 0.75631 0.07065
H 1.89933 -0.28541 -1.45082
H 2.42461 -1.09170 0.02718
H -0.45112 -2.25129 0.45927
H 0.08955 -1.41977 1.89225
H -1.43976 -0.85791 1.03299
H 0.06899 1.47445 -1.19954
*
```

Summary:
- SMILES: CC(C)=CF
- Relative energy (zero: lowest compared OMol25 entry of this formula, charge and spin): 12.8 kcal per mole
- DFT total energy: -6977.6388 eV
- Gap between HOMO and LUMO: 10.5 eV
- LUMO: 1.03 eV